(1)
The following is a quantum chemistry calculation of a gas-phase ion, C5H6N (charge +1) in a non-equilibrium geometry, from the OMol25 dataset.

Element x y z (Å)
1 C 2.556 0.839 -1.072
2 C -0.938 -0.794 1.613
3 C -0.352 0.004 0.721
4 C 0.807 0.827 -1.379
5 C 0.394 -0.245 -0.468
6 N 3.646 0.546 -0.909
7 H -1.532 -0.528 2.539
8 H -1.106 -1.876 1.403
9 H -0.388 1.101 0.883
10 H 0.738 0.607 -2.468
11 H 0.568 1.893 -1.141
12 H 0.433 -1.372 -0.663

Net charge   +1
M   80.11 g mol⁻¹
ΔE to the lowest compared entry with this formula, charge and spin   4.710 eV
LUMO energy   -8.107 eV



(2)
The following is a quantum chemistry calculation of a molecular structure, C5H5NO2S in a non-equilibrium geometry, from the OMol25 dataset.

Element x y z (Å)
1 C 0.719 1.275 0.806
2 C 0.494 0.463 1.819
3 C -0.281 1.348 -0.184
4 C -0.653 -0.381 1.547
5 C -1.349 -1.372 2.112
6 N -0.618 -1.804 -1.013
7 O -2.019 -2.154 2.647
8 O -0.968 -2.899 -0.402
9 S -1.442 0.137 0.018
10 H 1.420 2.036 0.894
11 H 1.330 0.121 2.408
12 H -0.151 1.872 -1.060
13 H 0.327 -1.649 -1.212
14 H -1.115 -1.592 -1.841

Net charge   0
M   143.17 g mol⁻¹
ΔE to the lowest compared entry with this formula, charge and spin   5.860 eV
LUMO energy (alpha / beta)   -0.234 / -0.187 eV



(3)
The following is a quantum chemistry calculation of 2 unconnected molecules or ions with the total composition C5H15N3 in a non-equilibrium geometry, from the OMol25 dataset.

Element x y z (Å)
1 H 1.149 -2.475 -0.441
2 N 1.782 -1.677 -0.436
3 C 1.144 -0.550 -0.378
4 C 2.011 0.686 -0.456
5 N -0.152 -0.399 -0.955
6 C -0.508 0.629 -1.914
7 N -0.905 -1.589 -1.041
8 H 1.535 1.515 0.067
9 H 2.961 0.467 0.025
10 H 2.223 0.968 -1.487
11 H -0.222 0.364 -2.940
12 H -0.048 1.576 -1.644
13 H -1.591 0.773 -1.878
14 H -1.843 -1.418 -0.691
15 H -0.955 -1.921 -2.004
16 C -0.635 -0.329 2.093
17 C -1.089 1.108 1.980
18 H -1.445 -1.035 1.931
19 H -0.140 -0.526 3.039
20 H 0.334 -0.592 1.270
21 H -1.807 1.358 2.766
22 H -0.237 1.780 2.079
23 H -1.561 1.288 1.014

Net charge   0
M   117.20 g mol⁻¹
ΔE to the lowest compared entry with this formula, charge and spin   3.020 eV
Structure (SMILES)   [H]/N=C(/C)N(C)N.CC
LUMO energy   0.819 eV



(4)
The following is a quantum chemistry calculation of 2 unconnected molecules or ions with the total composition C4H4ClNO4S in a non-equilibrium geometry, from the OMol25 dataset.

Element x y z (Å)
1 C 0.682 -0.083 -0.400
2 C 1.906 -0.530 -0.573
3 C 0.543 0.396 0.985
4 C 2.704 -0.343 0.673
5 N 1.834 0.349 1.578
6 O -4.297 0.600 0.049
7 O -2.024 1.026 -0.509
8 O -0.452 0.695 1.620
9 O 3.776 -0.700 0.967
10 S -2.741 0.670 0.679
11 Cl -2.214 -1.436 0.826
12 H -0.133 0.173 -1.127
13 H 2.475 -1.207 -1.370
14 H -4.290 0.905 -0.854
15 H 2.142 0.488 2.500

Net charge   0
M   197.60 g mol⁻¹
ΔE to the lowest compared entry with this formula, charge and spin   0.000 eV
LUMO energy   -0.817 eV



(5)
The following is a quantum chemistry calculation of C10H18N2O5 in the gas phase in a non-equilibrium geometry, from the OMol25 dataset.

Element x y z (Å)
1 C -2.549 -3.225 0.709
2 C -1.099 -2.733 0.292
3 C -0.162 -3.929 0.069
4 C -0.507 -1.514 1.051
5 N 0.350 -0.625 0.269
6 C -0.242 0.195 -0.636
7 O -1.455 0.116 -0.917
8 C 0.613 1.321 -1.195
9 N 0.196 1.507 -2.609
10 C 0.566 2.600 -0.367
11 C 1.261 3.786 -1.013
12 C 1.162 5.070 -0.085
13 O 0.644 5.133 0.962
14 O 1.833 6.165 -0.519
15 C 0.280 -2.013 2.200
16 O 1.417 -1.619 2.384
17 O -0.218 -2.856 3.099
18 H -2.918 -4.212 0.221
19 H -2.519 -3.498 1.761
20 H -3.308 -2.446 0.532
21 H -1.256 -2.327 -0.680
22 H 0.914 -3.577 -0.178
23 H -0.094 -4.541 0.952
24 H -0.614 -4.516 -0.689
25 H -1.291 -0.926 1.479
26 H 1.335 -0.616 0.484
27 H 1.619 0.986 -1.280
28 H -0.799 1.568 -2.630
29 H 0.405 0.678 -3.131
30 H -0.472 2.861 -0.304
31 H 0.959 2.482 0.660
32 H 2.335 3.570 -1.216
33 H 0.821 3.983 -1.963
34 H 2.225 6.168 -1.414
35 H 0.568 -3.013 3.702

Net charge   0
M   246.26 g mol⁻¹
ΔE to the lowest compared entry with this formula, charge and spin   1.299 eV
Structure (SMILES)   CC(C)[C@H](NC(=O)[C@@H](N)CCC(=O)O)C(=O)O
LUMO energy   0.528 eV